Entry 1:
ORCA calculation (the ωB97M-V functional and the def2-TZVPD basis) on a molecular structure, C15H15NO3Zr at a distorted geometry.

Each line ends with the Löwdin charge.
Element x y z (Å)
C 0.2193 3.6031 1.3991  -0.199
C 0.8851 3.5231 0.1411  -0.196
C 1.8826 2.5113 0.2380  -0.191
C 1.8204 1.9538 1.5458  -0.206
C 0.7899 2.6296 2.2656  -0.204
Zr -0.2539 1.4730 0.5116  1.654
C -1.7090 2.1949 -0.8414  -0.239
C -2.5309 2.1780 0.4134  -0.572
C -3.5523 3.0284 0.7205  0.018
N -1.9836 1.2181 1.3002  -0.159
H 2.5467 2.1884 -0.5659  0.125
H 0.6667 4.1302 -0.7374  0.118
H 2.4332 1.1337 1.9241  0.120
H 0.4801 2.4237 3.2921  0.120
H -0.6339 4.2454 1.6279  0.123
H -1.7544 3.1275 -1.4178  0.068
H -2.4749 1.1240 2.1919  0.092
H -1.8921 1.3034 -1.4687  0.064
H -3.9382 3.7254 -0.0286  0.051
H -4.0551 2.9855 1.6944  0.049
O -1.4378 -2.9544 -1.3018  0.069
C -0.1754 -3.4193 -1.1766  -0.243
C 0.0354 -4.7682 -1.5020  -0.011
C 1.3021 -5.3428 -1.4063  -0.077
C 2.3816 -4.5754 -0.9863  -0.093
C 2.1973 -3.2334 -0.6580  -0.016
C 0.9244 -2.6215 -0.7406  -0.065
C 0.8349 -1.1850 -0.3375  -0.459
O 1.9286 -0.5692 0.0452  -0.068
O -0.2955 -0.5149 -0.2804  -0.206
H -1.7270 -2.0534 -1.1335  0.104
H -0.7949 -5.3802 -1.8312  0.115
H 1.4473 -6.3857 -1.6575  0.104
H 3.3661 -5.0206 -0.9094  0.099
H 3.0672 -2.6768 -0.3300  0.113

Summary:
Relative energy (zero: lowest compared OMol25 entry of this formula, charge and spin) = 1.199 eV
HOMO-LUMO gap = 0.2974 Ha
LUMO = 0.0217 eV
2S+1 = 1
Max |F| = 4.96 eV/A

=====

Entry 2:
ORCA calculation (the ωB97M-V functional and the def2-TZVPD basis) on a molecular structure, C2H3CuO3 at a distorted geometry.

Each line ends with the Löwdin charge.
Element x y z (Å)
H -1.3346 1.8396 -1.0069  0.146
O -0.2476 -1.0313 0.3737  -0.244
O 0.5596 -1.1746 -0.8281  -0.280
C -1.2620 -0.1176 0.1367  -0.225
H -1.9534 -0.0968 0.9944  0.151
Cu 1.6674 0.0114 0.1510  0.568
O 0.2969 1.5482 0.2025  -0.102
C -0.8285 1.2654 -0.2119  -0.165
H -1.8573 -0.2958 -0.8215  0.151

Summary:
HOMO-LUMO gap (spin up / spin down) = 0.2116 / 0.3252 Ha
LUMO (spin up / spin down) = -0.5530 / -1.5932 eV
2S+1 = 3
Max |F| = 3.35 eV/A
<S²> = 2.005

=====

Entry 3:
ORCA calculation (the ωB97M-V functional and the def2-TZVPD basis) on a molecular structure, C6H12FInNO3S at a distorted geometry.

Each line ends with the Löwdin charge.
Element x y z (Å)
C 2.6962 0.5266 0.7776  -0.103
C 1.7796 0.2641 -0.5856  -0.438
O 2.7555 0.1889 -1.7218  -0.168
C 1.0908 -1.2160 -0.4353  -0.276
In -1.0803 -1.2090 0.2109  0.502
C -2.3655 -1.8564 -1.5718  -0.286
S -1.3115 -2.8426 2.1505  0.087
C -1.8793 0.8026 0.8738  -0.348
O -3.2319 0.9195 0.9605  -0.144
N -1.0728 2.0350 1.2191  0.058
C -1.6111 3.1109 0.2526  -0.186
O -1.5993 4.3750 0.7391  -0.021
F -2.1381 2.7716 -1.1216  -0.028
H 2.0705 0.9599 1.6734  0.073
H 3.5668 1.2588 0.4602  0.081
H 3.2069 -0.4910 1.1188  0.084
H 1.0294 1.1369 -0.7977  0.125
H 3.3802 -0.5946 -1.5865  0.103
H 1.7020 -1.8612 0.3325  0.037
H 1.1392 -1.7154 -1.5175  0.062
H -1.7052 -1.9901 -2.5318  -0.019
H -2.8293 -2.9054 -1.2686  -0.015
H -3.2744 -1.1140 -1.7559  -0.002
H -0.2727 -2.4572 3.0339  -0.263
H -0.0455 1.9031 1.0910  0.085

Summary:
Net charge = -1
HOMO-LUMO gap = 0.2933 Ha
LUMO = 2.7981 eV
2S+1 = 1
Max |F| = 9.77 eV/A